C3H13N2O | ωB97M-V/def2-TZVPD

Total energy   -306.57472 hartree
Relative energy (zero: lowest compared OMol25 entry of this formula, charge and spin)   38.26 kcal/mol
Charge   +1

Structure (XYZ):
```
19
C3H13N2O | the Open Molecules 2025 dataset | ωB97M-V/def2-TZVPD
N -0.715 -0.870 -1.032
C 0.660 -0.193 -0.606
C 1.623 -1.156 0.062
C 0.263 0.992 0.260
N 1.367 1.998 0.028
H -1.397 -0.452 -1.655
H -1.184 -1.055 -0.117
H -0.432 -1.812 -1.309
H 1.093 0.203 -1.534
H 1.119 -1.836 0.794
H 2.575 -0.763 0.408
H 1.781 -1.932 -0.682
H -0.683 1.478 0.061
H 0.472 0.797 1.304
H 1.078 2.895 0.409
H 2.272 1.886 0.474
H -3.086 0.017 0.498
H -3.230 -1.155 1.253
O -2.529 -0.505 1.096
```

So, what does the Mulliken scheme give us? The charges, in e, come out as:
1 N -0.34
2 C 0.10
3 C -1.34
4 C -0.37
5 N -0.71
6 H 0.32
7 H 0.36
8 H 0.37
9 H 0.30
10 H 0.37
11 H 0.37
12 H 0.43
13 H 0.37
14 H 0.32
15 H 0.22
16 H 0.23
17 H 0.34
18 H 0.32
19 O -0.68

C3H13N2O | ωB97M-V/def2-TZVPD

<S²>   0.75
Total energy   -306.08933 hartree
Relative energy (zero: lowest compared OMol25 entry of this formula, charge and spin)   41.25 kcal/mol
Charge   +2
2S+1   2

Structure (XYZ):
```
19
C3H13N2O | the Open Molecules 2025 dataset | ωB97M-V/def2-TZVPD
C -0.893 0.707 -0.070
C -0.778 -0.612 0.667
C -0.689 -1.750 -0.457
N 0.568 -1.696 -1.120
N 0.436 1.015 -0.751
H -1.671 0.642 -0.861
H -1.128 1.667 0.384
H 0.070 -0.836 1.397
H -1.813 -0.697 1.176
H -1.382 -1.467 -1.275
H -1.080 -2.740 -0.104
H 1.448 -1.934 -0.678
H 0.462 -2.266 -1.970
H 0.387 1.710 -1.473
H 0.947 0.197 -1.124
H 0.911 1.110 0.158
H 0.794 2.108 2.506
H 2.023 2.808 1.869
O 1.387 2.035 1.726
```

So, what does the Mulliken scheme give us? The charges, in e, come out as:
1 C -0.76
2 C -0.39
3 C -0.46
4 N -0.23
5 N -0.13
6 H 0.41
7 H 0.39
8 H 0.34
9 H 0.38
10 H 0.38
11 H 0.41
12 H 0.35
13 H 0.34
14 H 0.34
15 H 0.31
16 H 0.34
17 H 0.33
18 H 0.33
19 O -0.68

C3H13N2O3 | ωB97M-V/def2-TZVPD

Total energy   -457.05397 hartree
Relative energy (zero: lowest compared OMol25 entry of this formula, charge and spin)   185.03 kcal/mol
Charge   -1

Structure (XYZ):
```
21
C3H13N2O3 | the Open Molecules 2025 dataset | ωB97M-V/def2-TZVPD
C 0.007 -0.107 0.076
N -0.542 0.861 0.978
C 2.821 0.466 1.403
O 2.019 1.535 1.120
C -1.130 -0.917 -0.501
N -1.693 -0.147 -1.545
H 0.538 -0.933 0.580
H 0.635 0.262 -0.739
H 0.216 1.500 1.276
H 2.376 -0.352 1.983
H 3.696 0.741 2.028
H -1.909 -0.946 0.311
H -0.787 -1.976 -0.715
H -1.907 0.830 -1.222
H -2.412 -0.595 -2.092
H -1.212 1.448 0.465
H -2.522 2.896 -1.569
O -2.314 2.308 -0.843
H 3.258 0.064 0.470
H 0.578 -3.832 -0.995
O 0.285 -3.107 -0.468
```

So, what does the Mulliken scheme give us? The charges, in e, come out as:
1 C -0.42
2 N -0.53
3 C -0.64
4 O -0.67
5 C -0.26
6 N -0.39
7 H 0.32
8 H 0.28
9 H 0.37
10 H 0.25
11 H 0.29
12 H 0.29
13 H 0.42
14 H 0.34
15 H 0.21
16 H 0.35
17 H 0.18
18 O -0.98
19 H 0.23
20 H 0.17
21 O -0.81

Question: Which of these has the lowest charge?
Answer: C3H13N2O3